# 1
ORCA calculation (ωB97M-V/def2-TZVPD) on a structure of composition C26H22N7ReS2.

Computed properties:
HOMO (alpha / beta) (eV): -15.50 / -15.40
Max |F| (eV Å⁻¹): 0.10

```
! wB97M-V def2-TZVPD RIJCOSX def2/J DEFGRID3
* xyz 3 4
Re -0.19 -0.56 0.62
S -2.14 -6.23 -2.69
S -0.90 -0.90 2.72
N -2.13 -0.06 -0.08
N -0.51 -0.14 5.13
N -0.08 -7.46 -1.52
N 0.64 1.20 3.53
N -0.14 -2.59 0.08
N 1.84 -0.15 1.02
N -0.11 1.48 0.47
C -0.48 0.24 7.52
C 0.02 4.18 0.23
C -1.18 3.53 -0.01
C -0.79 -6.37 -1.77
C 2.18 1.17 0.99
C -0.61 -4.92 0.27
C 2.77 -1.08 1.32
C 1.08 2.10 0.68
C 0.77 1.70 5.86
C -0.48 -3.67 0.83
C -3.62 1.74 -0.54
C -0.06 0.62 6.14
C -4.38 -0.53 -0.73
C -0.43 -5.10 -1.10
C 1.17 3.47 0.56
C 4.08 -0.73 1.60
C -4.64 0.83 -0.82
C -1.22 2.15 0.11
C 0.13 -2.78 -1.24
C -2.38 1.27 -0.18
C 3.48 1.56 1.24
C 1.09 1.95 4.55
C 4.44 0.61 1.55
C -0.13 0.21 3.93
C -3.11 -0.94 -0.35
C -0.01 -3.99 -1.86
H -1.56 0.11 7.56
H 2.44 -2.11 1.34
H -2.87 -1.99 -0.25
H -5.62 1.18 -1.11
H -5.14 -1.27 -0.93
H -0.17 0.98 8.26
H -0.66 -3.50 1.88
H 3.75 2.61 1.21
H -3.81 2.80 -0.62
H 0.44 -1.91 -1.81
H 1.15 2.33 6.66
H 4.80 -1.50 1.84
H 1.73 2.79 4.28
H -2.06 4.09 -0.28
H 2.10 3.98 0.71
H 5.46 0.91 1.75
H 0.07 5.26 0.14
H -0.35 -8.34 -1.94
H -0.03 -0.72 7.78
H -0.91 -5.75 0.90
H 0.78 -7.45 -0.99
H 0.17 -4.09 -2.92
*
```

Atomic partial charges in e from the natural (NBO) method, atoms 1 to 6: Re 1.434; S 0.041; S 0.192; N -0.515; N -0.453; N -0.724

***

# 2
ORCA calculation (ωB97M-V/def2-TZVPD) on a structure of composition C26H23AlN7O6S2.

Computed properties:
Energy relative to the best compared isomer or geometry (same formula, charge and spin) (eV): 3.702
HOMO (eV): -9.99
Max |F| (eV Å⁻¹): 0.70

```
! wB97M-V def2-TZVPD RIJCOSX def2/J DEFGRID3
* xyz 1 1
S 2.81 3.46 5.36
S 4.95 1.16 -0.28
Al 1.02 1.37 1.82
O 0.66 -0.29 1.44
O -3.15 0.86 -0.54
O -1.59 -0.19 1.77
O -5.22 1.93 2.45
O -0.57 -2.15 1.62
O -4.44 -0.10 2.02
N -1.84 -1.00 -2.22
N 2.75 1.42 1.00
N 2.60 -0.02 -0.84
N 0.26 2.68 4.89
N -1.17 3.19 2.40
N 1.90 2.33 3.25
N -0.64 2.05 1.70
C 3.73 2.10 1.73
C 0.08 0.07 -3.21
C -0.88 -0.02 -2.19
C 4.95 2.09 1.18
C -4.29 1.22 2.16
C 0.88 2.18 -2.38
C -1.72 -2.38 -2.50
C 3.90 3.17 4.04
C -0.56 -3.15 -2.32
C 3.27 0.80 -0.05
C -2.91 -4.33 -3.29
C 3.25 2.59 3.02
C -2.00 1.03 -0.22
C 0.67 -2.58 -1.66
C -2.92 1.78 2.01
C -0.91 1.01 -1.22
C -2.55 2.95 2.53
C -1.72 1.18 1.31
C -1.76 -5.08 -3.15
C -0.59 -4.51 -2.67
C -0.47 -0.96 1.60
C 1.51 2.77 4.45
C 0.63 -5.38 -2.50
C -2.89 -2.99 -2.97
C -0.04 2.10 -1.35
C 0.93 1.14 -3.31
H 1.62 1.20 -4.14
H 0.43 -6.38 -2.87
H -2.73 -0.73 -1.84
H -0.47 2.77 4.17
H 4.94 3.43 4.12
H -3.77 -2.38 -3.10
H 1.49 -4.99 -3.05
H 0.04 3.04 5.80
H 5.86 2.53 1.55
H 1.65 -0.29 -0.61
H 1.51 3.05 -2.49
H -3.82 -4.78 -3.65
H -0.14 2.93 -0.66
H 0.92 -5.47 -1.45
H -3.59 -0.53 1.85
H -1.76 -6.13 -3.41
H 1.30 -3.37 -1.27
H 0.08 -0.70 -3.98
H -0.99 4.04 1.88
H 1.28 -1.99 -2.35
H 0.39 -1.95 -0.82
H -3.18 3.66 3.03
H 3.04 -0.47 -1.62
*
```

Atomic partial charges in e from the natural (NBO) method, atoms 1 to 6: S 0.489; S 0.471; Al 2.020; O -0.945; O -0.514; O -0.558